# 1
The following is a quantum chemistry calculation of C29H36FN3O2Sn as an isolated structure, from the Open Molecules 2025 dataset.

For the HOMO energy, the calculation gives -0.278 hartree.

```
! wB97M-V def2-TZVPD RIJCOSX def2/J DEFGRID3
* xyz 0 1
Sn 0.7591 -0.0812 1.1980
C 4.0054 2.2906 2.4523
C 2.8135 1.9141 3.2902
C 1.6655 2.7035 3.2680
C 0.5439 2.3510 4.0030
C 0.5497 1.1976 4.7775
C 1.6872 0.4051 4.8116
C 2.8092 0.7619 4.0746
H 4.4034 3.2620 2.7507
H 3.7262 2.3611 1.3979
H 4.8036 1.5548 2.5479
H 1.6483 3.5964 2.6531
H -0.3412 2.9742 3.9670
H -0.3272 0.9191 5.3474
H 1.7018 -0.4968 5.4107
H 3.6927 0.1342 4.1021
C -1.7275 -2.7285 -2.8547
C -0.5149 -1.8389 -2.5571
C 0.5663 -2.0576 -3.6148
C -0.9397 -0.3874 -2.4323
C -1.1410 0.3863 -3.5690
C -1.5834 1.6960 -3.4733
C -1.8434 2.2437 -2.2310
C -1.6602 1.5031 -1.0677
C -1.9733 2.1421 0.2735
C -3.4288 2.6081 0.3510
C -1.0227 3.3062 0.5644
C -1.1912 0.1862 -1.1740
N -0.9370 -0.5890 0.0005
C -1.9972 -1.2813 0.5432
C -3.3335 -1.1465 0.1305
C -4.3525 -1.8882 0.7070
C -4.0974 -2.7974 1.7238
C -2.7867 -2.9650 2.1524
C -1.7996 -2.2202 1.5604
F -0.4950 -2.4279 1.9850
H -1.4291 -3.7773 -2.9222
H -2.1806 -2.4420 -3.8072
H -2.4876 -2.6391 -2.0783
H -0.1091 -2.1409 -1.5916
H 0.1860 -1.8865 -4.6238
H 0.9238 -3.0888 -3.5760
H 1.4158 -1.3886 -3.4624
H -0.9519 -0.0383 -4.5471
H -1.7273 2.2871 -4.3690
H -2.1920 3.2673 -2.1614
H -1.8413 1.3830 1.0487
H -3.6318 3.3953 -0.3779
H -3.6416 3.0130 1.3427
H -4.1218 1.7863 0.1648
H -1.1960 4.1192 -0.1454
H 0.0239 3.0133 0.4601
H -1.1919 3.6961 1.5711
H -3.5559 -0.4520 -0.6694
H -5.3657 -1.7481 0.3520
H -4.8953 -3.3703 2.1743
H -2.5220 -3.6672 2.9320
C 3.3541 -2.6054 -1.5967
C 2.5926 -1.5634 -0.8449
N 1.8596 -1.8578 0.1720
O 1.8223 -3.2071 0.5016
C 2.6605 -0.1584 -1.2464
C 3.5601 0.3452 -2.3262
N 1.8759 0.6550 -0.5835
O 1.8307 1.9034 -0.7982
H 2.7906 -3.5349 -1.6226
H 4.3006 -2.8071 -1.0896
H 3.5679 -2.2709 -2.6078
H 1.0370 -3.2794 1.0626
H 4.5351 -0.1421 -2.2951
H 3.6871 1.4171 -2.1864
H 3.1354 0.1933 -3.3228
*
```

Löwdin charges in e:
1. Sn 1.3978
2. C -0.0439
3. C -0.3278
4. C -0.0924
5. C -0.1149
6. C -0.1172
7. C -0.1157
8. C -0.0932
9. H 0.0837
10. H 0.0716
11. H 0.0750
12. H 0.1176
13. H 0.1006
14. H 0.1021
15. H 0.1031
16. H 0.1094
17. C -0.0430
18. C -0.3623
19. C -0.0625
20. C -0.1321
21. C -0.0302
22. C -0.0642
23. C -0.0313
24. C -0.1511
25. C -0.3811
26. C -0.0574
27. C -0.0614
28. C -0.2205
29. N -0.1493
30. C -0.2605
31. C -0.0259
32. C -0.0873
33. C -0.0998
34. C -0.0240
35. C -0.2095
36. F -0.0591
37. H 0.0801
38. H 0.0842
39. H 0.0682
40. H 0.1094
41. H 0.0756
42. H 0.0811
43. H 0.0592
44. H 0.1071
45. H 0.1024
46. H 0.1109
47. H 0.1016
48. H 0.0752
49. H 0.0805
50. H 0.0712
51. H 0.0831
52. H 0.0480
53. H 0.0727
54. H 0.1149
55. H 0.1042
56. H 0.0986
57. H 0.1184
58. C -0.0051
59. C -0.2860
60. N -0.1229
61. O -0.0250
62. C -0.2985
63. C -0.0249
64. N -0.2695
65. O -0.1417
66. H 0.0849
67. H 0.1040
68. H 0.0775
69. H 0.0773
70. H 0.0811
71. H 0.0759
72. H 0.0830

# 2
The following is a quantum chemistry calculation of C29H37BCl4N3O5PSiW as an isolated structure, from the Open Molecules 2025 dataset.

For the HOMO energy (alpha / beta), the calculation gives -0.289 / -0.303 hartree.

```
! wB97M-V def2-TZVPD RIJCOSX def2/J DEFGRID3
* xyz 0 3
W 0.2153 -1.9705 -0.0843
Cl 6.5390 -3.9589 -1.3849
C 5.1020 -3.4881 -0.5594
C 5.1766 -2.9935 0.7436
Cl 6.7011 -2.8544 1.5349
C 4.0165 -2.5920 1.4082
Cl 4.0571 -1.9696 3.0147
C 2.8021 -2.6737 0.7496
O 1.6247 -2.2487 1.2500
C 2.7215 -3.1745 -0.5513
O 1.4951 -3.1538 -1.0733
C 3.8706 -3.5906 -1.2086
Cl 3.7357 -4.1656 -2.8231
C -4.6826 0.9387 -1.8983
Si -4.1034 0.9009 -0.1227
C -5.3519 0.0592 0.9778
C -3.7337 2.6352 0.4808
C -2.5321 -0.0494 -0.0657
C -1.4900 -0.6864 -0.0293
H -5.6097 1.5081 -1.9957
H -4.8651 -0.0732 -2.2643
H -3.9325 1.3980 -2.5458
H -6.3092 0.5853 0.9669
H -4.9951 0.0216 2.0089
H -5.5215 -0.9692 0.6508
H -4.6286 3.2611 0.4581
H -2.9729 3.1066 -0.1465
H -3.3595 2.6191 1.5067
O 1.0754 -0.3024 -0.9911
P 1.4229 1.1390 -0.6373
N 0.3273 2.1052 -1.3602
C 0.2581 3.5670 -1.2025
C -0.0466 4.0606 -2.6116
C -0.9586 2.9572 -3.1444
C -0.2980 1.6798 -2.6322
N 2.9675 1.3175 -1.1533
C 3.8804 0.2010 -1.4745
C 5.2257 0.7021 -0.9695
C 5.1639 2.1933 -1.2933
C 3.7178 2.5691 -0.9568
N 1.4005 1.6008 0.9259
C 0.1672 1.9874 1.6553
C 0.4935 1.7014 3.1238
C 1.5630 0.6133 3.0588
C 2.3992 1.0424 1.8617
H 1.1823 3.9697 -0.7876
H -0.5582 3.8338 -0.5242
H 0.8734 4.1062 -3.2000
H -0.5076 5.0473 -2.6165
H -1.0619 2.9602 -4.2280
H -1.9554 3.0615 -2.7085
H 0.4621 1.3247 -3.3347
H -1.0055 0.8717 -2.4509
H 3.9053 0.0245 -2.5538
H 3.5582 -0.7176 -0.9930
H 6.0640 0.1895 -1.4392
H 5.2951 0.5481 0.1111
H 5.3477 2.3462 -2.3587
H 5.8822 2.7941 -0.7382
H 3.3438 3.3631 -1.6073
H 3.6281 2.9111 0.0791
H -0.6784 1.3950 1.3073
H -0.0567 3.0419 1.4913
H -0.3925 1.3970 3.6789
H 0.8992 2.5966 3.6006
H 1.1155 -0.3611 2.8564
H 2.1553 0.5338 3.9689
H 2.9408 0.2112 1.4103
H 3.1247 1.8133 2.1420
O -2.5930 -3.6353 -0.3051
B -1.6411 -3.0859 0.5664
O -2.1218 -3.1503 1.8825
C -3.3921 -3.6555 1.7950
C -4.3077 -3.8660 2.8007
C -5.5462 -4.3831 2.4218
C -5.8337 -4.6741 1.0925
C -4.8950 -4.4612 0.0833
C -3.6784 -3.9465 0.4698
H -4.0721 -3.6370 3.8309
H -6.2987 -4.5616 3.1785
H -6.8050 -5.0753 0.8352
H -5.1051 -4.6865 -0.9533
*
```

Löwdin charges in e:
1. W 1.6596
2. Cl 0.6750
3. C -0.7056
4. C -0.7094
5. Cl 0.6720
6. C -0.6145
7. Cl 0.7430
8. C -0.3720
9. O -0.2455
10. C -0.3958
11. O -0.2311
12. C -0.6253
13. Cl 0.7249
14. C -0.1757
15. Si 0.4265
16. C -0.1745
17. C -0.1775
18. C -0.1575
19. C -0.2428
20. H 0.0334
21. H 0.0360
22. H 0.0160
23. H 0.0322
24. H 0.0354
25. H 0.0290
26. H 0.0327
27. H 0.0103
28. H 0.0306
29. O -0.4060
30. P 0.5853
31. N -0.1669
32. C -0.1937
33. C -0.1630
34. C -0.1646
35. C -0.1722
36. N -0.1712
37. C -0.1644
38. C -0.1614
39. C -0.1609
40. C -0.1856
41. N -0.1662
42. C -0.1693
43. C -0.1532
44. C -0.1775
45. C -0.1898
46. H 0.1064
47. H 0.0987
48. H 0.1136
49. H 0.1133
50. H 0.1141
51. H 0.1003
52. H 0.1198
53. H 0.0961
54. H 0.1280
55. H 0.0881
56. H 0.1174
57. H 0.1140
58. H 0.1141
59. H 0.1117
60. H 0.1061
61. H 0.1044
62. H 0.0802
63. H 0.1014
64. H 0.1136
65. H 0.1116
66. H 0.0989
67. H 0.1091
68. H 0.0826
69. H 0.1188
70. O 0.1173
71. B -0.5747
72. O 0.1207
73. C -0.2130
74. C 0.0055
75. C -0.0945
76. C -0.0955
77. C 0.0038
78. C -0.2147
79. H 0.1186
80. H 0.0984
81. H 0.0984
82. H 0.1185

# 3
The following is a quantum chemistry calculation of C29H37Cl4N3O5PSY as an isolated structure at a distorted geometry, from the Open Molecules 2025 dataset.

For the HOMO energy, the calculation gives -0.054 hartree.

```
! wB97M-V def2-TZVPD RIJCOSX def2/J DEFGRID3
* xyz -2 1
Y -0.2616 -1.0868 -0.5531
C 1.2618 -2.1580 -2.1432
C 1.8116 -0.8600 -2.4261
C 1.1503 -0.3485 -3.5467
C 0.2075 -1.3015 -3.9900
C 0.2769 -2.4126 -3.1487
C -0.4459 -3.7205 -3.3126
C -0.7803 -1.0998 -5.1052
C 1.3272 1.0272 -4.1195
C 2.9845 -0.2242 -1.7218
C 1.9990 -3.2884 -1.4531
H -0.9053 -4.0375 -2.3736
H 0.2438 -4.5119 -3.6319
H -1.2314 -3.6361 -4.0672
H -1.7835 -1.4007 -4.7930
H -0.5213 -1.6781 -6.0009
H -0.8326 -0.0463 -5.3839
H 0.4935 1.6812 -3.8365
H 1.3722 1.0015 -5.2125
H 2.2508 1.4841 -3.7548
H 2.7257 0.7530 -1.2987
H 3.8229 -0.0739 -2.4129
H 3.3318 -0.8550 -0.9012
H 1.3022 -4.0454 -1.0917
H 2.5805 -2.9404 -0.5999
H 2.6869 -3.7713 -2.1636
O -2.3911 -3.9968 1.1023
C -1.2680 -3.5151 1.0231
O -0.7652 -3.0090 -0.0520
C -0.3580 -3.6194 2.2427
C -0.7015 -4.6380 3.1331
C 0.0138 -4.8931 4.2884
C 1.1080 -4.0865 4.5814
C 1.4663 -3.0722 3.7173
C 0.7674 -2.8147 2.5211
S 1.3716 -1.4936 1.5441
H -1.5771 -5.2213 2.8793
H -0.2766 -5.7000 4.9513
H 1.6792 -4.2446 5.4911
H 2.3182 -2.4407 3.9402
Cl -5.5333 2.9468 -2.8890
C -4.5786 1.8903 -1.8975
C -5.0398 1.4871 -0.6593
Cl -6.5964 2.0076 -0.0969
C -4.2371 0.6592 0.1438
Cl -4.7735 0.1923 1.7286
C -2.9836 0.2130 -0.2699
O -2.1876 -0.5062 0.4620
C -2.5070 0.6193 -1.5741
O -1.3272 0.2223 -1.9354
C -3.3190 1.4546 -2.3409
Cl -2.6983 1.9836 -3.8746
C 3.2323 1.8793 1.7199
N 2.1623 2.8301 1.4141
C 2.5690 3.8704 0.4870
P 0.6366 2.1254 1.2636
O 0.5201 1.0877 0.2172
N -0.3463 3.4092 0.8430
C -1.2986 3.2731 -0.2551
C -0.6949 4.4061 1.8303
N 0.3601 1.6373 2.8239
C 0.9492 2.2500 3.9955
C -0.7061 0.6993 3.1472
H 3.7437 1.5525 0.8079
H 2.8244 0.9892 2.1995
H 3.9684 2.3492 2.3828
H 3.0855 3.4607 -0.3900
H 3.2513 4.5646 0.9914
H 1.6959 4.4212 0.1438
H -1.0054 2.4419 -0.8931
H -1.3062 4.1907 -0.8540
H -2.3152 3.0866 0.1093
H 0.0916 4.4798 2.5822
H -1.6439 4.1753 2.3309
H -0.8016 5.3816 1.3436
H 1.6998 2.9820 3.7109
H 1.4267 1.4804 4.6135
H 0.1807 2.7430 4.6057
H -1.1441 0.2749 2.2477
H -1.5001 1.2044 3.7121
H -0.3086 -0.1209 3.7514
*
```

Löwdin charges in e:
1. Y 1.3600
2. C -0.4029
3. C -0.2975
4. C -0.2554
5. C -0.2511
6. C -0.2773
7. C -0.0495
8. C -0.0643
9. C -0.0554
10. C -0.0715
11. C -0.0846
12. H 0.0634
13. H 0.0684
14. H 0.0612
15. H 0.0700
16. H 0.0630
17. H 0.0435
18. H 0.0584
19. H 0.0640
20. H 0.0578
21. H 0.0443
22. H 0.0685
23. H 0.0530
24. H 0.0638
25. H 0.0270
26. H 0.0720
27. O 0.0327
28. C -0.5805
29. O -0.2005
30. C -0.1307
31. C -0.0516
32. C -0.1253
33. C -0.1328
34. C -0.1615
35. C -0.5886
36. S 0.6392
37. H 0.1048
38. H 0.0801
39. H 0.0837
40. H 0.0759
41. Cl 0.5889
42. C -0.7376
43. C -0.7389
44. Cl 0.5884
45. C -0.6207
46. Cl 0.6451
47. C -0.4032
48. O -0.1988
49. C -0.4214
50. O -0.1901
51. C -0.6205
52. Cl 0.6618
53. C -0.1196
54. N -0.3067
55. C -0.1156
56. P 0.5656
57. O -0.3477
58. N -0.3044
59. C -0.0744
60. C -0.1198
61. N -0.2954
62. C -0.1340
63. C -0.1043
64. H 0.0760
65. H 0.0425
66. H 0.0776
67. H 0.0805
68. H 0.0754
69. H 0.0693
70. H 0.0642
71. H 0.0884
72. H 0.0927
73. H 0.0646
74. H 0.0865
75. H 0.0784
76. H 0.0617
77. H 0.0855
78. H 0.0772
79. H 0.0479
80. H 0.0836
81. H 0.0780

Energy relative to the best compared isomer or geometry (same formula, charge and spin) values, unit kcal per mole, following the record order: 0.0, 0.0, 21.4.